Density functional theory data (wB97M-V/def2-TZVPD) for a molecular structure, C28H32LiN7O9P2S.

LUMO level	3.63	eV
charge	-2
HOMO-LUMO gap	5.94	eV
relative energy (zero: lowest compared OMol25 entry of this formula, charge and spin)	0.0	kJ/mol

Last column: Mulliken charge in e.
Geometry (Å):
Li  0.34941  -0.59630  -0.83312  1.365
C  -0.77822  4.12721  4.65404  -1.512
C  -0.31187  2.97892  3.79400  0.265
C  0.23171  1.82092  4.34031  -1.029
C  0.57336  0.74662  3.54165  -0.435
C  0.42248  0.75254  2.13621  -0.153
N  0.61287  -0.37636  1.38752  0.037
C  1.61032  -1.22569  1.68341  0.543
C  2.88106  -0.85130  2.20050  -0.059
C  3.90051  -1.75780  2.38866  -1.114
C  3.75649  -3.11744  2.09067  0.662
C  4.88334  -4.10160  2.29099  -1.489
C  2.52666  -3.51634  1.59031  -0.080
C  1.48417  -2.61410  1.40219  -0.856
N  0.24079  -3.11163  0.91397  0.277
C  -0.45055  -4.18638  1.35901  -0.273
C  -1.54675  -4.32647  0.53869  -1.278
C  -1.43482  -3.27396  -0.38698  -0.401
N  -0.35793  -2.54416  -0.14633  0.426
C  -0.06723  1.96548  1.59312  0.324
C  -0.45818  3.01701  2.41634  -0.305
N  -0.16755  2.18530  0.18725  0.302
C  -0.02717  3.39037  -0.41906  -0.380
C  -0.39905  3.23925  -1.73066  -1.570
C  -0.75460  1.88607  -1.83493  -0.582
N  -0.61262  1.25956  -0.67572  0.281
H  -0.39193  4.03393  5.67074  0.369
H  -0.44702  5.08841  4.25472  0.353
H  -1.86963  4.16023  4.71354  0.290
H  0.35977  1.74534  5.41646  0.293
H  0.94915  -0.16078  3.99877  0.416
H  3.04855  0.19610  2.41564  0.502
H  4.85623  -1.39985  2.76150  0.249
H  5.74880  -3.60760  2.73482  0.358
H  4.59164  -4.92029  2.95488  0.308
H  5.21183  -4.55056  1.34873  0.283
H  2.35290  -4.55984  1.33522  0.428
H  -0.11585  -4.74198  2.21883  0.452
H  -2.32402  -5.06873  0.60727  0.399
H  -2.08393  -3.01515  -1.20805  0.416
H  -0.91378  3.88896  1.95806  0.437
H  0.32935  4.24995  0.12059  0.618
H  -0.41768  3.99506  -2.49687  0.479
H  -1.11535  1.33522  -2.69052  0.718
N  2.55306  -2.80866  -1.76230  -0.084
C  2.44748  -1.96012  -3.01457  1.213
C  3.36674  -2.53020  -4.08105  -1.967
P  2.90715  -0.24487  -2.46383  0.548
O  2.08778  0.69232  -3.49930  -0.657
O  4.36429  -0.08113  -2.66312  -0.875
O  2.25880  -0.16477  -1.09722  -0.539
P  0.65185  -2.13843  -3.45759  0.373
O  0.63754  -1.82620  -5.04922  -0.618
O  0.38863  -3.59019  -3.23784  -0.901
O  -0.12637  -1.06779  -2.74751  -0.496
H  3.48148  -3.20275  -1.63393  0.398
H  1.83240  -3.54672  -1.84830  0.495
H  2.35342  -2.18855  -0.95863  -0.288
H  4.39552  -2.55765  -3.71429  0.497
H  3.35347  -1.87322  -4.94790  0.350
H  3.04211  -3.52537  -4.39506  0.480
H  1.17206  0.73550  -3.17358  0.427
H  0.56807  -0.87250  -5.17996  0.394
N  -3.29305  -0.26124  -0.62910  -0.640
C  -3.81631  1.04649  -0.65328  0.292
C  -4.47846  1.52977  -1.78514  -0.496
C  -5.02459  2.80408  -1.79402  -0.780
C  -4.92958  3.62291  -0.67607  -0.108
C  -4.27099  3.15173  0.44782  -0.568
C  -3.71481  1.87745  0.46173  -0.070
S  -5.66714  5.25874  -0.71358  1.276
O  -5.40268  5.81858  0.60823  -0.733
O  -7.08180  5.01154  -0.98256  -0.719
O  -4.97969  5.94723  -1.80210  -0.712
H  -2.92117  -0.53811  -1.52831  0.259
H  -2.55470  -0.34772  0.05824  0.276
H  -4.56132  0.89194  -2.66031  0.373
H  -5.53641  3.17645  -2.67367  0.334
H  -4.19595  3.80092  1.31154  0.568
H  -3.18249  1.52240  1.33938  0.366

Density functional theory data (wB97M-V/def2-TZVPD) for a molecular structure, C28H32N3O2OsP at a distorted geometry.

LUMO level (alpha / beta)	-17.04 / -17.12	eV
charge	+4
HOMO-LUMO gap (alpha / beta)	2.90 / 2.69	eV

Last column: natural (NBO) charge in e.
Geometry (Å):
Os  -0.49637  0.67106  -0.84911  1.008
O  -1.63067  2.81076  -0.33913  -0.764
C  -3.05145  2.76031  -0.11653  -0.078
C  -3.83133  2.55260  -1.41212  -0.430
C  -3.29067  1.35460  -2.21544  -0.440
C  -3.35007  0.05708  -1.46310  0.233
C  -4.55693  -0.62996  -1.34371  -0.212
C  -4.60604  -1.85376  -0.69977  -0.077
C  -3.41521  -2.39612  -0.22084  -0.218
C  -2.25958  -1.65564  -0.34161  0.041
N  -2.22459  -0.43742  -0.90795  -0.459
H  -1.45208  3.62007  -0.84535  0.521
H  -3.36886  3.68953  0.36885  0.229
H  -3.22002  1.93198  0.57895  0.186
H  -3.77491  3.44164  -2.04270  0.244
H  -4.88106  2.40399  -1.15598  0.261
H  -2.24681  1.55322  -2.51569  0.176
H  -3.89486  1.25980  -3.12098  0.282
H  -5.44308  -0.19350  -1.78139  0.264
H  -5.54282  -2.38027  -0.57710  0.272
H  -3.38105  -3.37072  0.24110  0.263
H  -1.32298  -2.05014  0.03144  0.204
C  0.63726  1.40045  5.50175  -0.026
C  -0.26499  1.96960  4.60637  -0.027
C  -0.29540  1.56437  3.27815  -0.173
C  0.54495  0.52841  2.88596  -0.271
C  1.43857  -0.06141  3.79743  -0.035
C  1.44612  0.33650  5.12214  -0.219
P  0.58568  -0.10063  1.16360  1.088
C  2.10645  0.77566  0.62149  -0.247
C  3.39987  0.27928  0.75570  -0.081
C  4.46279  1.05120  0.30902  -0.202
C  4.24347  2.31203  -0.23107  -0.003
C  2.95176  2.80586  -0.37716  -0.103
C  1.88029  2.04640  0.06049  -0.273
C  0.88503  -1.87974  1.33271  -0.472
C  1.46928  -2.59011  0.27930  -0.085
C  1.69994  -3.95020  0.40994  -0.132
C  1.28563  -4.63462  1.54990  -0.140
C  0.71998  -3.93002  2.60675  -0.114
C  0.48206  -2.57225  2.48579  -0.139
H  0.75357  1.82302  6.49531  0.287
H  -0.98066  2.70119  4.95889  0.280
H  -1.01245  1.98922  2.58942  0.249
H  2.14504  -0.81446  3.47240  0.258
H  2.11608  -0.13063  5.82976  0.288
H  3.58566  -0.69193  1.19164  0.245
H  5.47057  0.67409  0.40109  0.279
H  5.08454  2.94260  -0.49025  0.279
H  2.79245  3.78694  -0.79802  0.271
H  0.87531  2.48680  0.07270  0.243
H  1.76381  -2.06221  -0.61762  0.222
H  2.23733  -4.48762  -0.35958  0.267
H  1.40431  -5.70799  1.61764  0.278
H  0.43972  -4.44864  3.51147  0.272
H  -0.04754  -2.05211  3.27412  0.239
C  2.62322  -1.39955  -3.75322  -0.417
N  1.62194  -0.69854  -4.49820  -0.559
C  0.68516  0.12904  -4.00222  0.812
N  -0.13559  0.71259  -4.87767  -0.773
O  0.59454  0.33573  -2.75505  -0.818
H  3.61497  -0.97437  -3.94717  0.231
H  2.67029  -2.43998  -4.08549  0.242
H  2.41132  -1.34387  -2.68756  0.188
H  1.67646  -0.81348  -5.50539  0.429
H  -0.03227  0.57413  -5.87114  0.435
H  -0.79507  1.42018  -4.59597  0.418

Density functional theory data (wB97M-V/def2-TZVPD) for a single C28H32N4O4 molecule.

LUMO level	0.59	eV
charge	0
HOMO-LUMO gap	9.50	eV
relative energy (zero: lowest compared OMol25 entry of this formula, charge and spin)	78.6	kJ/mol

Last column: natural (NBO) charge in e.
Geometry (Å):
C  1.74025  3.51582  1.12703  -0.269
O  3.03672  3.30492  0.61618  -0.536
C  3.17294  2.11592  -0.12140  -0.082
C  3.23338  0.84439  0.75587  -0.271
N  2.05246  0.01421  0.67792  -0.620
C  1.14424  -0.05836  1.66496  0.677
O  1.18556  0.61198  2.67607  -0.634
C  0.06685  -1.13282  1.38904  -0.154
C  -0.66985  -1.55068  2.63252  -0.078
C  -0.77934  -2.90306  2.93219  -0.182
C  -1.47313  -3.32600  4.05020  -0.230
C  -2.07442  -2.40755  4.90120  -0.009
C  -2.81426  -2.86074  6.12288  -0.628
C  -1.94998  -1.05602  4.60583  -0.233
C  -1.25801  -0.62736  3.48825  -0.104
N  -0.86231  -0.70544  0.33477  -0.478
C  -0.57261  -1.00739  -0.94457  0.708
O  0.48648  -1.52884  -1.26734  -0.662
C  -1.64340  -0.70030  -1.98100  -0.491
C  -1.46465  0.71377  -2.55225  -0.482
C  0.00352  0.99628  -2.83463  0.700
O  0.64265  1.78909  -2.17711  -0.623
N  0.49581  0.27952  -3.87682  -0.602
C  1.79313  0.21855  -4.37496  0.365
C  2.84452  1.01132  -3.91932  -0.284
C  4.08218  0.83836  -4.51076  -0.149
C  4.23123  -0.09743  -5.52485  -0.285
C  3.11562  -0.82307  -5.90796  0.054
N  1.92698  -0.67234  -5.35240  -0.456
C  -1.95102  0.13393  0.70695  0.215
C  -1.72712  1.50520  0.75060  -0.242
C  -2.73619  2.36322  1.14464  -0.212
C  -3.97341  1.84721  1.49362  -0.197
C  -4.19436  0.48381  1.44249  -0.206
C  -3.19273  -0.39857  1.05257  -0.023
C  -3.46926  -1.87066  1.01694  -0.649
H  1.46233  2.75439  1.86325  0.193
H  1.75655  4.49137  1.60945  0.188
H  1.00562  3.52341  0.31199  0.162
H  4.11439  2.23101  -0.66379  0.179
H  2.34950  2.01980  -0.84039  0.200
H  3.35148  1.14472  1.80032  0.239
H  4.09208  0.23524  0.46261  0.199
H  1.90386  -0.52719  -0.16588  0.429
H  0.59167  -2.00316  0.97323  0.249
H  -0.32078  -3.63489  2.28149  0.210
H  -1.54916  -4.38278  4.26399  0.209
H  -3.64868  -2.19722  6.33929  0.216
H  -2.14648  -2.85092  6.98479  0.223
H  -3.18912  -3.87416  5.99867  0.215
H  -2.40237  -0.32544  5.26087  0.208
H  -1.16405  0.42795  3.29407  0.223
H  -1.52563  -1.44210  -2.77397  0.231
H  -2.63977  -0.79620  -1.55070  0.235
H  -2.04862  0.82039  -3.46845  0.227
H  -1.81083  1.45220  -1.82738  0.243
H  -0.11045  -0.39189  -4.33059  0.415
H  2.68805  1.73215  -3.13665  0.254
H  4.92305  1.43211  -4.18358  0.219
H  5.18362  -0.25570  -6.00506  0.220
H  3.16599  -1.56168  -6.69718  0.195
H  -0.75267  1.88525  0.48306  0.238
H  -2.55488  3.42632  1.18296  0.220
H  -4.76670  2.50904  1.80713  0.216
H  -5.16050  0.08476  1.71547  0.212
H  -3.57532  -2.24956  2.03279  0.241
H  -4.39981  -2.06869  0.48666  0.222
H  -2.66301  -2.41678  0.53476  0.222